The following is a DFT calculation (wB97M-V/def2-TZVPD) of a cluster of 3 separate species, C22H24ClFN2O12S in total at a distorted geometry.

The geometry in XYZ format:
```
63
Properties=species:S:1:pos:R:3:lowdin_charge:R:1
N 1.551 -2.407 -2.396 0.13
C 2.512 -1.357 -2.374 -0.51
O 3.681 -1.607 -2.315 0.10
C 2.011 0.071 -2.368 -0.10
C 2.414 0.751 -1.051 -0.11
C 1.692 2.068 -0.937 -0.13
C 2.247 3.212 -1.495 0.02
C 1.593 4.435 -1.458 -0.17
S 2.481 5.754 -2.244 0.66
O 2.525 6.935 -1.475 -0.21
O 3.677 5.205 -2.779 -0.25
F 1.517 5.982 -3.449 -0.12
C 0.336 4.520 -0.868 -0.04
C -0.232 3.380 -0.303 -0.01
C 0.448 2.162 -0.326 -0.12
N -0.176 0.984 0.199 0.20
C 0.002 0.748 1.387 -0.28
O 0.100 0.464 2.514 0.22
C -1.595 3.479 0.296 -0.33
O -1.930 2.859 1.265 0.14
C -2.496 4.439 -0.396 -0.59
Cl -4.163 4.087 -0.414 0.78
C -1.977 5.525 -0.946 0.01
C -0.514 5.763 -0.829 -0.32
O -0.079 6.868 -0.681 0.15
H 0.659 -2.033 -2.699 0.08
H 1.411 -2.748 -1.448 0.10
H 0.922 0.074 -2.422 0.11
H 2.369 0.634 -3.227 0.13
H 3.482 0.942 -1.052 0.13
H 2.135 0.110 -0.222 0.12
H 3.214 3.136 -1.967 0.13
H -2.558 6.280 -1.451 0.13
C 2.247 -6.266 3.620 -0.06
C 1.815 -4.828 3.435 -0.21
O 2.892 -3.987 2.992 0.04
C 3.232 -4.118 1.710 -0.62
O 2.689 -4.828 0.902 0.12
O 4.251 -3.299 1.466 0.01
C 4.783 -3.384 0.135 -0.03
H 3.095 -6.323 4.303 0.08
H 1.425 -6.852 4.030 0.08
H 2.547 -6.711 2.673 0.07
H 1.507 -4.401 4.388 0.12
H 0.978 -4.745 2.742 0.12
H 4.007 -3.247 -0.609 0.06
H 5.278 -4.342 -0.014 0.10
H 5.508 -2.582 0.049 0.10
C -2.709 -1.398 0.900 -0.06
C -3.461 -0.184 1.405 -0.20
O -4.429 0.288 0.455 0.03
C -5.536 -0.442 0.350 -0.61
O -5.809 -1.422 0.993 0.13
O -6.310 0.113 -0.584 0.00
C -7.519 -0.603 -0.847 -0.04
H -2.247 -1.181 -0.065 0.07
H -1.930 -1.677 1.611 0.08
H -3.374 -2.250 0.770 0.08
H -2.774 0.647 1.540 0.09
H -3.944 -0.381 2.361 0.13
H -8.090 -0.750 0.066 0.10
H -7.297 -1.567 -1.304 0.10
H -8.086 0.009 -1.542 0.09
```

## Properties
- charge = 0
- HOMO energy (eV) = -10.357
- molar mass (g/mol) = 594.95



The following is a DFT calculation (wB97M-V/def2-TZVPD) of an isolated molecule of C22H24ClFN2O2.

The geometry in XYZ format:
```
52
Properties=species:S:1:pos:R:3:lowdin_charge:R:1
C -2.502 -0.715 -1.343 -0.03
N -2.514 -0.453 0.078 -0.08
C -3.604 -1.052 0.836 -0.12
C -4.913 -0.383 0.509 -0.22
C -5.129 0.920 0.948 -0.02
C -6.297 1.594 0.647 -0.07
C -7.280 0.969 -0.103 -0.08
C -7.088 -0.325 -0.551 -0.11
C -5.908 -0.988 -0.249 -0.60
Cl -5.715 -2.611 -0.840 0.70
C -1.684 0.402 0.717 -0.44
O -1.771 0.611 1.914 0.06
C -0.588 1.072 -0.107 -0.21
C -0.402 2.519 0.343 -0.14
C 0.691 3.157 -0.499 -0.08
C 1.955 2.329 -0.647 -0.45
O 2.994 2.841 -1.017 0.05
N 1.861 0.993 -0.426 -0.05
C 3.067 0.203 -0.556 -0.14
C 3.837 0.085 0.770 -0.12
C 5.123 -0.655 0.552 -0.23
C 5.225 -2.014 0.823 -0.05
C 6.405 -2.698 0.588 -0.08
C 7.506 -2.038 0.074 -0.02
C 7.392 -0.686 -0.196 -0.27
F 8.460 -0.030 -0.698 0.06
C 6.224 0.014 0.031 0.04
C 0.721 0.333 0.170 -0.10
H -3.191 -1.531 -1.549 0.07
H -2.831 0.156 -1.919 0.10
H -1.510 -1.016 -1.681 0.09
H -3.368 -0.902 1.893 0.13
H -3.645 -2.122 0.620 0.10
H -4.359 1.395 1.538 0.12
H -6.444 2.603 1.001 0.10
H -8.197 1.485 -0.340 0.11
H -7.846 -0.822 -1.136 0.10
H -0.810 1.056 -1.174 0.14
H -0.136 2.530 1.401 0.13
H -1.335 3.075 0.230 0.13
H 0.986 4.127 -0.094 0.13
H 0.326 3.336 -1.515 0.13
H 3.703 0.702 -1.291 0.12
H 2.802 -0.792 -0.927 0.13
H 4.043 1.094 1.131 0.13
H 3.224 -0.436 1.508 0.11
H 4.373 -2.541 1.228 0.11
H 6.469 -3.753 0.807 0.10
H 8.437 -2.549 -0.116 0.11
H 6.176 1.068 -0.193 0.13
H 0.675 -0.686 -0.231 0.13
H 0.848 0.260 1.260 0.14
```

## Properties
- charge = 0
- ΔE to the lowest compared entry with this formula, charge and spin (eV) = 0.234
- structure (SMILES) = CN(Cc1ccccc1Cl)C(=O)[C@H]1CCC(=O)N(CCc2cccc(F)c2)C1
- HOMO energy (eV) = -9.046
- molar mass (g/mol) = 402.90



The following is a DFT calculation (wB97M-V/def2-TZVPD) of an isolated molecule of C22H24F2N2O3S.

The geometry in XYZ format:
```
54
Properties=species:S:1:pos:R:3:lowdin_charge:R:1
C -9.177 -1.381 -0.992 -0.04
C -7.812 -0.856 -0.677 -0.22
C -6.686 -1.197 -1.414 -0.03
C -5.431 -0.701 -1.112 -0.01
C -5.269 0.168 -0.038 -0.21
N -4.036 0.714 0.335 0.15
C -2.818 0.502 -0.227 -0.40
O -2.607 -0.201 -1.193 0.09
C -1.684 1.246 0.424 -0.04
C -0.607 1.588 -0.392 0.02
C 0.496 2.225 0.133 -0.26
S 1.838 2.675 -0.967 0.65
O 2.950 3.095 -0.160 -0.29
O 1.347 3.569 -1.971 -0.28
N 2.104 1.212 -1.717 -0.14
C 2.891 0.247 -0.981 -0.23
C 4.403 0.492 -1.069 -0.15
C 5.158 -0.511 -0.238 -0.26
C 5.515 -0.249 1.012 -0.05
C 6.251 -1.207 1.898 -0.20
C 6.854 -2.360 1.100 -0.21
C 5.820 -2.901 0.120 -0.20
C 5.469 -1.824 -0.902 -0.16
C 0.579 2.530 1.479 -0.03
C -0.470 2.189 2.314 0.02
C -1.581 1.559 1.778 -0.20
F -2.581 1.236 2.628 0.07
C -6.381 0.529 0.720 0.05
C -7.617 0.015 0.389 -0.23
F -8.681 0.380 1.139 0.07
H -9.839 -0.563 -1.273 0.09
H -9.136 -2.097 -1.808 0.08
H -9.608 -1.864 -0.116 0.08
H -6.795 -1.872 -2.250 0.12
H -4.577 -0.985 -1.702 0.10
H -4.090 1.324 1.138 0.13
H -0.642 1.344 -1.441 0.13
H 2.386 1.335 -2.678 0.12
H 2.569 0.321 0.060 0.12
H 2.637 -0.750 -1.352 0.12
H 4.598 1.504 -0.713 0.10
H 4.714 0.420 -2.115 0.12
H 5.264 0.707 1.451 0.11
H 5.554 -1.599 2.647 0.11
H 7.035 -0.673 2.440 0.11
H 7.189 -3.148 1.777 0.11
H 7.722 -2.002 0.543 0.12
H 4.920 -3.189 0.668 0.12
H 6.204 -3.788 -0.389 0.11
H 6.312 -1.680 -1.586 0.12
H 4.616 -2.143 -1.506 0.11
H 1.465 3.020 1.850 0.12
H -0.444 2.398 3.372 0.12
H -6.294 1.199 1.562 0.13
```

## Properties
- charge = 0
- ΔE to the lowest compared entry with this formula, charge and spin (eV) = 0.000
- structure (SMILES) = Cc1ccc(NC(=O)c2cc(S(=O)(=O)NCCC3=CCCCC3)ccc2F)cc1F
- HOMO energy (eV) = -8.611
- molar mass (g/mol) = 434.51



The following is a DFT calculation (wB97M-V/def2-TZVPD) of a structure of composition C22H24F5NOP2Y at a distorted geometry.

The geometry in XYZ format:
```
56
Properties=species:S:1:pos:R:3:lowdin_charge:R:1
C -1.729 2.931 -3.715 -0.05
C -1.380 1.723 -3.118 -0.23
C -0.005 1.350 -3.129 -0.24
C 0.982 2.255 -3.547 -0.16
C 0.601 3.488 -4.087 -0.02
C -0.751 3.804 -4.207 -0.07
C 2.364 1.927 -3.064 -0.07
C 2.684 0.470 -3.213 -0.16
C 1.652 -0.395 -2.824 -0.24
C 1.909 -1.775 -2.555 -0.23
C 3.182 -2.259 -2.840 -0.05
C 4.201 -1.407 -3.283 -0.07
C 3.964 -0.044 -3.447 -0.02
H -2.782 3.200 -3.773 0.11
H 1.369 4.192 -4.407 0.12
H -1.059 4.744 -4.665 0.11
H 3.127 2.569 -3.502 0.13
H 3.387 -3.319 -2.695 0.11
H 5.188 -1.817 -3.501 0.11
H 4.761 0.636 -3.745 0.12
N 0.400 0.160 -2.517 -0.07
Y 0.460 0.459 -0.151 1.25
C -2.386 0.845 -2.406 -0.28
H -2.284 -0.199 -2.741 0.09
H -3.405 1.204 -2.597 0.10
C 0.818 -2.656 -1.979 -0.28
H -0.099 -2.559 -2.578 0.09
H 1.147 -3.704 -1.970 0.10
P -2.220 0.766 -0.538 0.81
P 0.274 -2.288 -0.223 0.80
C 1.480 -3.254 0.738 -0.26
H 1.223 -3.176 1.803 0.05
H 1.450 -4.306 0.424 0.06
H 2.488 -2.845 0.585 0.06
C -1.213 -3.344 -0.132 -0.25
H -0.923 -4.403 -0.214 0.07
H -1.714 -3.177 0.831 0.05
H -1.908 -3.086 -0.943 0.04
C -2.804 2.437 -0.097 -0.24
H -3.710 2.669 -0.677 0.06
H -3.032 2.468 0.978 0.06
H -2.029 3.184 -0.317 0.05
C -3.682 -0.247 -0.138 -0.25
H -3.716 -0.411 0.948 0.05
H -4.598 0.275 -0.454 0.07
H -3.621 -1.222 -0.643 0.04
C -0.534 -0.174 1.940 -0.10
O -0.958 -0.422 2.986 0.16
H 2.333 2.107 -1.935 0.11
F 1.137 3.687 -0.189 0.01
C 1.574 2.584 0.536 -0.45
F 2.948 2.520 0.353 0.00
C 1.299 2.872 2.002 -0.57
F 1.901 4.000 2.425 0.16
F -0.054 3.026 2.200 0.09
F 1.738 1.844 2.797 0.10
```

## Properties
- charge = +1
- ΔE to the lowest compared entry with this formula, charge and spin (eV) = 0.000
- HOMO energy (eV) = -9.978
- molar mass (g/mol) = 564.28



The following is a DFT calculation (wB97M-V/def2-TZVPD) of an isolated molecule of C22H24FN3O2 at a distorted geometry.

The geometry in XYZ format:
```
52
Properties=species:S:1:pos:R:3:lowdin_charge:R:1
C -0.262 -2.933 -1.496 0.01
C 0.553 -2.119 -0.564 -0.25
O 1.812 -1.757 -0.916 0.12
C 2.277 -1.027 0.122 -0.30
C 3.602 -0.450 0.091 -0.15
C 4.442 -0.649 -1.006 -0.01
C 5.704 -0.091 -1.024 0.00
C 6.115 0.664 0.061 -0.27
F 7.348 1.209 0.046 0.06
C 5.300 0.878 1.160 0.00
C 4.040 0.317 1.172 -0.01
N 1.410 -0.912 1.087 0.20
C 0.304 -1.601 0.678 -0.22
C -0.941 -1.673 1.495 -0.13
N -1.942 -0.757 0.953 -0.15
C -3.276 -1.032 1.463 -0.14
C -4.336 -0.441 0.575 -0.29
C -4.370 -0.736 -0.786 -0.03
C -5.360 -0.165 -1.565 -0.06
C -6.287 0.672 -0.960 -0.07
C -6.175 0.889 0.403 -0.14
N -5.228 0.350 1.152 0.11
C -1.546 0.632 1.145 -0.11
C -1.956 1.537 -0.031 -0.31
C -1.388 1.029 -1.359 -0.12
C -0.001 1.677 -1.406 -0.13
C -0.116 2.863 -0.429 -0.19
O -1.419 2.837 0.126 -0.10
H -1.266 -3.038 -1.096 0.08
H -0.310 -2.453 -2.473 0.09
H 0.179 -3.921 -1.628 0.09
H 4.097 -1.243 -1.839 0.12
H 6.370 -0.233 -1.860 0.12
H 5.659 1.473 1.984 0.12
H 3.375 0.457 2.008 0.12
H -1.342 -2.689 1.443 0.12
H -0.688 -1.447 2.542 0.13
H -3.425 -0.646 2.484 0.13
H -3.418 -2.117 1.483 0.13
H -3.626 -1.390 -1.211 0.11
H -5.412 -0.369 -2.625 0.11
H -7.074 1.139 -1.531 0.10
H -6.874 1.527 0.929 0.10
H -0.459 0.674 1.231 0.11
H -1.973 1.051 2.068 0.14
H -3.042 1.655 -0.054 0.14
H -1.349 -0.057 -1.372 0.09
H -2.006 1.379 -2.185 0.12
H 0.260 2.009 -2.409 0.11
H 0.768 0.984 -1.067 0.09
H 0.000 3.830 -0.926 0.12
H 0.636 2.791 0.368 0.12
```

## Properties
- charge = 0
- ΔE to the lowest compared entry with this formula, charge and spin (eV) = 1.796
- structure (SMILES) = Cc1oc(-c2ccc(F)cc2)nc1CN(Cc1ccccn1)C[C@@H]1CCCO1
- HOMO energy (eV) = -8.210
- molar mass (g/mol) = 381.45



The following is a DFT calculation (wB97M-V/def2-TZVPD) of a structure of composition C22H24N2O3S at a distorted geometry.

The geometry in XYZ format:
```
52
Properties=species:S:1:pos:R:3:lowdin_charge:R:1
C 6.139 5.106 -0.516 -0.10
C 5.830 3.904 0.375 -0.28
H 4.817 3.923 0.768 0.15
H 6.679 3.942 1.135 0.16
C 5.992 2.848 -0.367 -0.50
N 5.101 2.667 -1.424 0.04
C 4.270 1.749 -1.197 -0.66
N 2.986 1.884 -2.208 0.14
C 1.910 1.058 -2.316 -0.22
C 1.548 -0.024 -1.287 0.01
C 0.452 -0.836 -1.717 -0.06
C -0.383 -0.471 -2.749 -0.26
C -0.087 0.545 -3.384 -0.16
C 1.062 1.098 -3.433 -0.06
H 1.288 2.045 -4.099 0.16
H -0.561 0.482 -4.370 0.16
C -1.595 -1.400 -2.683 -0.27
O -1.894 -1.700 -3.938 -0.02
C -2.530 -1.865 -1.770 -0.03
C -2.369 -1.299 -0.552 -0.03
C -3.227 -1.461 0.615 -0.16
C -3.827 -2.839 0.620 0.04
C -4.696 -3.106 1.762 -0.01
C -4.567 -2.315 2.920 -0.05
C -4.075 -0.827 2.692 -0.28
C -3.293 -0.733 1.754 -0.07
H -2.595 0.254 1.866 0.18
O -4.052 -0.243 3.865 -0.03
C -3.116 0.941 4.044 0.04
H -3.573 1.613 3.289 0.11
H -3.486 1.451 4.879 0.08
H -2.197 0.946 3.892 0.00
O -5.390 -2.422 4.092 -0.09
C -6.111 -3.477 4.355 -0.16
H -6.539 -3.462 5.295 0.07
H -7.005 -3.686 3.332 0.18
H -5.640 -4.313 4.137 0.02
H -5.157 -4.173 1.915 0.13
H -4.000 -3.430 -0.156 0.04
H -1.742 -0.360 -0.547 0.13
H -2.989 -2.857 -1.758 0.13
H 0.422 -1.736 -0.875 0.18
H 2.310 -0.195 -0.472 0.02
H 3.199 2.504 -2.777 0.00
S 4.331 0.799 -0.027 1.09
C 5.804 1.380 0.488 -0.39
H 5.985 1.614 1.575 0.10
H 6.604 0.611 0.309 0.09
H 6.921 2.713 -1.137 0.20
H 6.156 6.091 -0.041 0.06
H 7.075 5.220 -1.049 0.07
H 5.344 5.231 -1.380 0.11
```

## Properties
- charge = 0
- ΔE to the lowest compared entry with this formula, charge and spin (eV) = 18.159
- HOMO energy (eV) = -7.751
- molar mass (g/mol) = 396.51



The following is a DFT calculation (wB97M-V/def2-TZVPD) of an isolated molecule of C22H24N2O4S2 at a distorted geometry.

The geometry in XYZ format:
```
54
Properties=species:S:1:pos:R:3:lowdin_charge:R:1
C -3.884 -0.335 -2.099 -0.09
S -4.283 -1.539 -0.804 0.65
O -5.697 -1.523 -0.594 -0.28
O -3.688 -2.796 -1.137 -0.29
N -3.572 -0.913 0.592 -0.15
C -4.494 -0.101 1.370 -0.14
C -4.764 1.223 0.699 -0.22
C -6.045 1.529 0.256 -0.05
C -6.296 2.724 -0.395 -0.08
C -5.268 3.626 -0.616 -0.09
C -3.988 3.326 -0.181 -0.08
C -3.737 2.132 0.473 -0.04
C -2.193 -0.847 0.754 -0.24
C -1.341 -1.430 -0.190 -0.02
C 0.030 -1.394 -0.036 -0.01
C 0.611 -0.767 1.062 -0.14
C 2.081 -0.665 1.254 -0.46
O 2.608 0.301 1.778 0.05
N 2.787 -1.748 0.844 0.05
C 4.224 -1.740 0.772 -0.23
C 4.727 -1.617 -0.667 -0.45
S 3.975 -0.227 -1.575 0.87
C 4.558 1.210 -0.582 -0.37
C 6.028 1.226 -0.447 -0.36
C 7.011 1.652 -1.295 -0.03
C 8.239 1.394 -0.639 -0.06
C 7.913 0.828 0.554 -0.12
O 6.580 0.717 0.678 0.03
C -0.230 -0.170 1.994 0.00
C -1.600 -0.215 1.854 -0.02
H -4.075 -0.814 -3.052 0.07
H -4.531 0.520 -1.961 0.06
H -2.842 -0.056 -2.014 0.06
H -5.422 -0.670 1.438 0.12
H -4.104 0.037 2.378 0.12
H -6.842 0.818 0.412 0.11
H -7.297 2.951 -0.733 0.10
H -5.464 4.558 -1.124 0.10
H -3.182 4.024 -0.349 0.10
H -2.734 1.907 0.805 0.10
H -1.755 -1.951 -1.035 0.09
H 0.646 -1.829 -0.810 0.11
H 2.302 -2.497 0.376 0.13
H 4.568 -0.892 1.368 0.11
H 4.624 -2.662 1.207 0.12
H 5.810 -1.497 -0.684 0.07
H 4.456 -2.497 -1.251 0.07
H 4.064 1.166 0.390 0.06
H 4.204 2.074 -1.142 0.09
H 6.873 2.092 -2.261 0.11
H 9.222 1.604 -1.007 0.10
H 8.512 0.475 1.370 0.12
H 0.211 0.332 2.842 0.12
H -2.201 0.253 2.618 0.10
```

## Properties
- charge = 0
- ΔE to the lowest compared entry with this formula, charge and spin (eV) = 0.236
- structure (SMILES) = CS(=O)(=O)N(Cc1ccccc1)c1ccc(C(=O)NCCSCc2ccco2)cc1
- HOMO energy (eV) = -8.302
- molar mass (g/mol) = 444.58



The following is a DFT calculation (wB97M-V/def2-TZVPD) of an isolated molecule of C22H24N2O6.

The geometry in XYZ format:
```
54
Properties=species:S:1:pos:R:3:lowdin_charge:R:1
C -2.243 -3.564 -0.551 -0.07
O -2.957 -2.396 -0.236 -0.09
C -2.297 -1.198 -0.279 -0.19
C -0.958 -1.068 -0.601 0.00
C -0.375 0.188 -0.636 -0.01
C -1.105 1.320 -0.360 -0.11
C -0.495 2.700 -0.342 -0.10
N 0.917 2.718 -0.660 -0.10
C 1.283 2.744 -2.060 -0.04
C 1.789 2.690 0.375 -0.46
O 1.409 2.650 1.531 0.07
C 3.279 2.722 0.054 -0.07
C 3.987 1.630 0.859 -0.10
N 3.447 0.314 0.577 0.06
C 3.031 -0.546 1.593 -0.34
O 3.136 -0.326 2.769 0.15
C 2.510 -1.751 0.902 -0.07
C 1.967 -2.915 1.403 0.02
C 1.589 -3.896 0.492 -0.07
C 1.754 -3.711 -0.873 -0.07
C 2.298 -2.533 -1.378 0.00
C 2.671 -1.562 -0.472 -0.09
C 3.267 -0.219 -0.684 -0.36
O 3.543 0.323 -1.729 0.11
C -2.469 1.206 -0.030 -0.14
O -3.071 2.406 0.194 -0.06
C -4.391 2.498 0.683 -0.06
C -3.069 -0.055 0.016 -0.13
O -4.418 -0.179 0.296 -0.11
C -4.748 -0.919 1.456 -0.07
H -1.415 -3.730 0.146 0.09
H -2.961 -4.378 -0.462 0.10
H -1.855 -3.534 -1.574 0.10
H -0.357 -1.931 -0.832 0.08
H 0.670 0.269 -0.887 0.10
H -0.611 3.109 0.667 0.13
H -1.035 3.354 -1.032 0.14
H 1.980 1.944 -2.316 0.07
H 1.730 3.704 -2.332 0.10
H 0.382 2.601 -2.652 0.10
H 3.667 3.689 0.381 0.13
H 3.489 2.598 -1.003 0.09
H 3.833 1.792 1.929 0.13
H 5.059 1.636 0.634 0.14
H 1.843 -3.053 2.466 0.12
H 1.164 -4.821 0.853 0.11
H 1.452 -4.492 -1.555 0.11
H 2.425 -2.380 -2.438 0.13
H -4.580 3.568 0.772 0.10
H -4.490 2.034 1.667 0.10
H -5.111 2.051 -0.003 0.10
H -5.823 -0.803 1.581 0.09
H -4.504 -1.977 1.345 0.08
H -4.232 -0.521 2.337 0.10
```

## Properties
- charge = 0
- ΔE to the lowest compared entry with this formula, charge and spin (eV) = 2.205
- structure (SMILES) = COc1ccc(CN(C)C(=O)CCN2C(=O)c3ccccc3C2=O)c(OC)c1OC
- HOMO energy (eV) = -8.170
- molar mass (g/mol) = 412.44



One value per record, in order, for frontier orbital gap: 8.625 9.534 8.712 5.194 8.763 7.239 8.846 7.720 eV.
One value per record, in order, for E: -76828.214 -45520.211 -48596.820 -59944.517 -34486.168 -43144.118 -56043.911 -38468.869 eV.